# 1
The following is a DFT calculation (ωB97M-V with the def2-TZVPD basis set) of the molecule C4H6N2O.

```
13
C4H6N2O (ωB97M-V with the def2-TZVPD basis set)
H -1.25 0.89 2.07
N -0.41 0.56 1.59
C -0.69 0.14 0.42
C -2.05 0.05 -0.20
C 0.39 -0.46 -0.37
C 1.61 -0.47 0.12
N 2.79 -0.51 0.45
O 3.45 -0.06 -0.75
H -2.82 0.42 0.49
H -2.29 -0.99 -0.46
H -2.08 0.63 -1.13
H 0.20 -1.02 -1.28
H 3.14 0.82 -0.97
```

Values from the calculation:
- Multiplicity: 1
- SMILES: [H]/N=C(\C)C=C=NO
- Gap between HOMO and LUMO: 9.29 eV
- Net charge: 0

=====

# 2
The following is a DFT calculation (ωB97M-V with the def2-TZVPD basis set) of the molecule C4H6N2O.

```
13
C4H6N2O (ωB97M-V with the def2-TZVPD basis set)
N 1.06 2.03 -0.88
C 0.47 0.98 -0.51
O -0.40 1.11 0.50
C -1.32 0.04 0.63
C -0.59 -1.22 1.04
C 0.32 -1.66 -0.10
N 0.67 -0.60 -0.83
H 1.71 2.01 -1.66
H 1.16 -0.61 -1.70
H -1.80 -0.13 -0.35
H -2.07 0.39 1.33
H 0.01 -1.04 1.95
H -1.31 -2.01 1.31
```

Values from the calculation:
- Multiplicity: 1
- Gap between HOMO and LUMO: 9.28 eV
- Net charge: 0

=====

# 3
The following is a DFT calculation (ωB97M-V with the def2-TZVPD basis set) of the molecule C4H6N2O.

```
13
C4H6N2O (ωB97M-V with the def2-TZVPD basis set)
C 0.43 0.91 -2.01
O -0.04 1.33 -0.74
C -0.25 0.38 0.18
N -0.86 0.63 1.27
C -0.60 -0.53 2.08
N 0.00 -1.58 1.29
C 0.23 -1.03 0.16
H 1.43 0.46 -1.94
H 0.49 1.82 -2.61
H -0.27 0.21 -2.47
H -1.44 -0.89 2.69
H 0.17 -0.14 2.76
H 0.72 -1.55 -0.66
```

Values from the calculation:
- Multiplicity: 1
- SMILES: COC1=NCN=C1
- Gap between HOMO and LUMO: 10.49 eV
- Net charge: 0

=====

# 4
The following is a DFT calculation (ωB97M-V with the def2-TZVPD basis set) of the molecule C4H6N2O.

```
13
C4H6N2O (ωB97M-V with the def2-TZVPD basis set)
C 2.24 0.35 -0.06
C 0.71 0.26 -0.09
C 0.12 -0.93 0.22
N -1.23 -0.76 0.20
C -1.54 0.49 -0.15
O -2.96 0.43 -0.24
N -0.27 1.22 -0.37
H 2.62 0.16 0.96
H 2.69 1.29 -0.40
H 2.66 -0.44 -0.70
H 0.53 -1.85 0.56
H -1.92 -1.48 0.36
H -3.55 1.20 -0.28
```

Values from the calculation:
- Multiplicity: 1
- SMILES: Cc1c[nH]c(O)n1
- Gap between HOMO and LUMO: 8.65 eV
- Net charge: 0

=====

# 5
The following is a DFT calculation (ωB97M-V with the def2-TZVPD basis set) of a cluster of 2 separate species, C4H6N2O in total.

```
13
C4H6N2O (ωB97M-V with the def2-TZVPD basis set)
H 1.71 -0.60 -1.86
N 1.69 -0.41 -0.86
C 0.50 -0.41 -0.43
C -0.81 -0.64 -1.06
C -1.74 -0.47 -0.11
N -1.19 -0.14 1.12
C 0.19 -0.07 1.03
O 0.95 0.22 1.92
H -0.98 -0.92 -2.09
H -2.82 -0.57 -0.20
H -1.70 0.08 1.96
H 2.13 2.08 -0.06
H 2.05 1.84 0.64
```

Values from the calculation:
- Multiplicity: 1
- SMILES: [H]/N=C1\C=CNC1=O.[H][H]
- Gap between HOMO and LUMO: 8.84 eV
- Net charge: 0

=====

# 6
The following is a DFT calculation (ωB97M-V with the def2-TZVPD basis set) of the molecule C4H6N2O.

```
13
C4H6N2O (ωB97M-V with the def2-TZVPD basis set)
C 1.32 -0.19 -0.07
C -0.10 0.26 -0.16
C -1.20 -0.57 -0.35
N -2.48 -0.06 -0.62
N -3.05 1.15 -0.04
C -3.66 -0.04 0.04
O -4.61 -0.65 0.27
H 2.07 0.40 -0.51
H 1.42 -1.16 -0.65
H 1.67 -0.45 0.93
H -0.25 1.28 -0.05
H -1.38 -1.63 -0.38
H -2.45 1.62 0.63
```

Values from the calculation:
- Multiplicity: 1
- SMILES: C/C=C/N1NC1=O
- Gap between HOMO and LUMO: 9.30 eV
- Net charge: 0

=====

# 7
The following is a DFT calculation (ωB97M-V with the def2-TZVPD basis set) of the molecule C4H6N2O.

```
13
C4H6N2O (ωB97M-V with the def2-TZVPD basis set)
H -2.60 0.56 0.15
N -2.12 -0.31 -0.04
C -0.91 -0.40 0.19
N -0.08 -1.87 -0.02
C 1.25 -0.69 -0.10
O 2.40 -0.98 0.05
C 0.32 0.30 0.10
C 0.46 1.78 -0.05
H -0.43 -2.44 -0.78
H 0.22 -2.45 0.76
H 0.03 2.31 0.80
H 1.52 2.03 -0.11
H -0.05 2.15 -0.95
```

Values from the calculation:
- Multiplicity: 1
- SMILES: [H]/N=C1/[NH2+]C([O-])=C1C
- Gap between HOMO and LUMO: 8.81 eV
- Net charge: 0

=====

# 8
The following is a DFT calculation (ωB97M-V with the def2-TZVPD basis set) of the molecule C4H6N2O.

```
13
C4H6N2O (ωB97M-V with the def2-TZVPD basis set)
C 0.77 -1.19 -0.30
C 0.33 0.99 -0.05
C -0.61 -1.61 0.03
C -0.92 -0.59 1.16
N 1.48 2.46 -1.51
N 0.72 1.89 -0.71
O -0.81 0.77 0.67
H 0.89 -0.86 -1.36
H -1.25 -1.48 -0.93
H -0.53 -2.59 0.45
H -1.94 -0.45 1.54
H -0.13 -0.52 1.99
H 2.00 3.17 -0.98
```

Values from the calculation:
- Multiplicity: 1
- Gap between HOMO and LUMO (spin up / spin down): 7.59 / 6.72 eV
- Net charge: 0

=====

# 9
The following is a DFT calculation (ωB97M-V with the def2-TZVPD basis set) of a cluster of 2 separate species, C4H6N2O in total.

```
13
C4H6N2O (ωB97M-V with the def2-TZVPD basis set)
C 1.33 -0.69 -1.66
O 1.36 1.08 -0.53
C 0.37 0.69 0.17
N -0.03 -0.56 -0.05
N -1.21 -0.75 0.62
C -1.45 0.35 1.40
C -0.50 1.30 1.13
H 1.31 0.07 -2.43
H 2.30 -0.90 -1.23
H 0.74 -1.57 -1.88
H -1.46 -1.69 0.89
H -2.31 0.38 2.06
H -0.45 2.31 1.51
```

Values from the calculation:
- Multiplicity: 1
- Gap between HOMO and LUMO: 8.14 eV
- Net charge: 0

=====

# 10
The following is a DFT calculation (ωB97M-V with the def2-TZVPD basis set) of the molecule C4H6N2O.

```
13
C4H6N2O (ωB97M-V with the def2-TZVPD basis set)
N -2.27 -0.43 -0.13
C -0.94 0.00 -0.10
C -0.31 1.17 -0.29
C 1.12 0.89 -0.31
C 1.27 -0.42 -0.03
O 2.39 -1.20 0.09
N 0.01 -1.03 0.21
H -2.95 0.19 0.28
H -2.40 -1.38 0.16
H -0.77 2.13 -0.46
H 1.90 1.61 -0.53
H 3.15 -0.63 -0.08
H -0.23 -0.90 1.20
```

Values from the calculation:
- Multiplicity: 1
- SMILES: Nc1ccc(O)[nH]1
- Gap between HOMO and LUMO: 8.10 eV
- Net charge: 0

=====

# 11
The following is a DFT calculation (ωB97M-V with the def2-TZVPD basis set) of the molecule C4H6N2O.

```
13
C4H6N2O (ωB97M-V with the def2-TZVPD basis set)
O 1.20 2.17 0.66
C 0.79 1.17 0.13
N 1.35 -0.09 0.19
C 0.50 -1.14 -0.35
C -0.76 -0.35 -0.69
C -1.36 0.45 0.40
N -0.45 1.07 -0.57
H 2.07 -0.26 0.88
H 0.34 -1.95 0.37
H 0.94 -1.56 -1.26
H -1.34 -0.66 -1.56
H -2.34 0.90 0.42
H -0.94 0.24 1.39
```

Values from the calculation:
- Multiplicity: 1
- SMILES: O=C1NC[C@H]2CN12
- Gap between HOMO and LUMO: 10.82 eV
- Net charge: 0

=====

# 12
The following is a DFT calculation (ωB97M-V with the def2-TZVPD basis set) of the molecule C4H6N2O.

```
13
C4H6N2O (ωB97M-V with the def2-TZVPD basis set)
C 1.24 0.51 -0.14
C 0.12 1.25 0.20
N -1.18 0.78 0.26
C -1.75 -0.41 -0.12
N -1.08 -1.49 -0.02
O 0.13 -1.40 0.76
C 1.23 -0.99 -0.17
H 2.19 1.18 0.18
H 0.23 2.30 0.60
H -1.82 1.58 -0.03
H -2.70 -0.53 -0.53
H 1.09 -1.47 -1.09
H 2.29 -1.32 0.12
```

Values from the calculation:
- Multiplicity: 1
- SMILES: C1=CNC=NOC1
- Gap between HOMO and LUMO: 9.22 eV
- Net charge: 0

=====

# 13
The following is a DFT calculation (ωB97M-V with the def2-TZVPD basis set) of the molecule C4H6N2O.

```
13
C4H6N2O (ωB97M-V with the def2-TZVPD basis set)
N 0.10 -1.24 -0.94
C 0.12 0.27 -1.20
C -1.20 0.66 -0.63
C -1.19 0.94 0.72
C 0.21 0.76 0.99
O 0.77 0.78 2.20
N 1.00 0.59 -0.09
H 0.99 -1.69 -1.17
H -0.65 -1.72 -1.44
H -2.09 0.65 -1.27
H -0.06 -1.28 0.12
H 0.03 1.01 2.78
H 1.95 0.26 -0.07
```

Values from the calculation:
- Multiplicity: 1
- Gap between HOMO and LUMO: 7.28 eV
- Net charge: 0

=====

# 14
The following is a DFT calculation (ωB97M-V with the def2-TZVPD basis set) of the molecule C4H6N2O.

```
13
C4H6N2O (ωB97M-V with the def2-TZVPD basis set)
C 1.55 2.19 -0.60
C 0.65 1.36 -0.63
C -0.33 0.42 -0.25
N -1.44 0.87 0.01
N -2.47 0.02 0.36
O -0.21 -0.98 -0.10
C 1.01 -1.58 -0.08
H 2.11 3.06 -0.81
H -1.99 -0.55 1.12
H -3.08 0.73 0.89
H 1.61 -1.29 0.94
H 1.00 -2.72 0.25
H 1.60 -1.51 -1.08
```

Values from the calculation:
- Multiplicity: 1
- SMILES: C#C/C(=N/N)OC
- Gap between HOMO and LUMO: 9.80 eV
- Net charge: 0

=====

# 15
The following is a DFT calculation (ωB97M-V with the def2-TZVPD basis set) of the molecule C4H6N2O.

```
13
C4H6N2O (ωB97M-V with the def2-TZVPD basis set)
C -1.94 -0.08 -0.04
C -0.44 -0.05 -0.04
C 0.41 -0.06 -1.10
C 1.76 0.05 -0.56
O 2.89 -0.12 -0.99
N 1.60 0.32 0.79
N 0.27 -0.02 1.16
H -2.37 0.91 0.15
H -2.34 -0.77 0.70
H -2.31 -0.40 -1.03
H 0.16 -0.22 -2.14
H 2.43 -0.11 1.18
H -0.11 0.55 1.90
```

Values from the calculation:
- Multiplicity: 1
- SMILES: Cc1cc(=O)[nH][nH]1
- Gap between HOMO and LUMO: 9.53 eV
- Net charge: 0

=====

# 16
The following is a DFT calculation (ωB97M-V with the def2-TZVPD basis set) of a cluster of 2 separate species, C4H6N2O in total.

```
13
C4H6N2O (ωB97M-V with the def2-TZVPD basis set)
N 1.73 1.86 -0.80
C 1.52 0.91 -0.18
C 1.27 -0.32 0.58
C 0.18 -1.20 -0.02
O -1.11 -0.71 0.40
C -1.90 -0.27 -0.52
N -2.65 0.15 -1.31
H 1.01 -0.07 1.61
H 2.21 -0.89 0.62
H 0.23 -1.23 -1.11
H 0.26 -2.21 0.38
H -1.64 2.00 -0.08
H -1.09 1.99 0.42
```

Values from the calculation:
- Multiplicity: 1
- SMILES: N#CCCOC#N.[H][H]
- Gap between HOMO and LUMO: 11.45 eV
- Net charge: 0

=====

# 17
The following is a DFT calculation (ωB97M-V with the def2-TZVPD basis set) of the molecule C4H6N2O.

```
13
C4H6N2O (ωB97M-V with the def2-TZVPD basis set)
N -2.29 -0.30 0.11
C -0.91 -0.02 0.17
C -0.23 1.08 0.59
C 1.17 0.77 0.48
C 1.26 -0.46 -0.08
O 2.29 -1.01 -0.77
N -0.01 -0.99 -0.23
H -2.53 -0.84 -0.72
H -2.81 0.57 0.07
H -0.65 2.05 0.81
H 2.02 1.41 0.70
H 2.90 -0.28 -0.95
H -0.22 -1.98 -0.18
```

Values from the calculation:
- Multiplicity: 1
- SMILES: Nc1ccc(O)[nH]1
- Gap between HOMO and LUMO: 7.94 eV
- Net charge: 0

=====

# 18
The following is a DFT calculation (ωB97M-V with the def2-TZVPD basis set) of the molecule C4H6N2O.

```
13
C4H6N2O (ωB97M-V with the def2-TZVPD basis set)
H -3.04 -0.37 1.23
N -2.25 0.23 1.47
C -1.41 0.28 0.53
C -1.57 -0.46 -0.72
N -1.75 -1.05 -1.71
O -0.34 1.09 0.60
C 0.97 0.49 0.54
C 1.47 0.21 -0.87
H 1.61 1.24 1.02
H 0.97 -0.41 1.17
H 1.42 1.11 -1.48
H 2.52 -0.11 -0.81
H 0.90 -0.58 -1.36
```

Values from the calculation:
- Multiplicity: 1
- SMILES: [H]/N=C(\C#N)OCC
- Gap between HOMO and LUMO: 11.42 eV
- Net charge: 0

=====

# 19
The following is a DFT calculation (ωB97M-V with the def2-TZVPD basis set) of the molecule C4H6N2O.

```
13
C4H6N2O (ωB97M-V with the def2-TZVPD basis set)
N 1.92 0.88 -0.09
C 0.59 0.41 -0.05
N -0.46 1.29 -0.13
C -1.65 0.61 -0.10
C -1.37 -0.73 -0.03
C 0.05 -0.85 0.01
O 0.82 -1.98 0.06
H 2.49 0.26 -0.67
H 2.34 0.88 0.83
H -0.33 2.28 -0.22
H -2.59 1.14 -0.14
H -2.10 -1.53 -0.01
H 0.32 -2.66 0.54
```

Values from the calculation:
- Multiplicity: 1
- SMILES: Nc1[nH]ccc1O
- Gap between HOMO and LUMO: 8.62 eV
- Net charge: 0

=====

# 20
The following is a DFT calculation (ωB97M-V with the def2-TZVPD basis set) of the molecule C4H6N2O.

```
13
C4H6N2O (ωB97M-V with the def2-TZVPD basis set)
N -1.88 0.49 0.00
C -0.46 0.34 0.06
C 0.68 1.20 0.10
C 1.78 0.38 0.04
N 1.35 -0.94 -0.04
C 0.00 -0.94 -0.02
O -0.81 -2.01 -0.04
H -2.20 0.70 -0.93
H -2.25 1.17 0.65
H 0.69 2.27 0.20
H 2.84 0.62 0.05
H 1.95 -1.74 -0.17
H -1.68 -1.54 0.08
```

Values from the calculation:
- Multiplicity: 1
- SMILES: Nc1cc[nH]c1O
- Gap between HOMO and LUMO: 8.42 eV
- Net charge: 0

=====

Results for total energy: -340.6209 -340.6651 -340.7288 -340.7163 -340.7177 -340.6323 -340.6918 -340.4709 -340.6279 -340.7266 -340.7482 -340.6328 -340.5807 -340.5953 -340.7465 -340.6766 -340.7492 -340.7265 -340.7604 -340.7583 (in Ha, following the order of the records).
Results for energy above the lowest of the compared OMol25 structures with the same formula, charge and spin: 109.2 81.5 41.5 49.3 48.5 102.0 64.7 203.3 104.8 42.9 29.3 101.7 134.4 125.2 30.4 74.2 28.7 43.0 21.7 23.0 (in kcal per mole, following the order of the records).